Here is a cluster of 3 separate species, C12H12B3BrNO7P in total at a distorted geometry from OMol25. Energies are from wB97M-V/def2-TZVPD.

ORCA input file:
```
! RIJCOSX wB97M-V def2-TZVPD def2/J DEFGRID3
* xyz 0 1
Br 4.727 4.290 -0.523
P 8.566 1.347 1.238
O 5.818 0.382 1.583
O 4.178 1.668 0.442
O -2.618 0.141 -0.720
O -8.138 -0.399 -3.457
O -5.888 -2.252 0.962
O 2.271 -0.945 0.978
O 6.025 2.719 1.499
N 9.497 1.886 2.379
C -8.365 -1.710 -1.516
C -7.802 -2.174 -0.405
C 0.168 -1.781 0.334
C -6.224 -0.469 -2.084
C 0.714 0.702 0.352
C -1.061 -1.507 -0.093
C -6.403 -1.821 -0.048
C 1.148 -0.698 0.590
C -1.496 -0.108 -0.331
C -7.620 -0.820 -2.445
C -5.657 -0.930 -0.973
C -0.515 0.976 -0.077
B 6.640 1.478 1.494
B 4.988 2.770 0.593
B 4.773 0.428 0.666
H 8.750 1.978 -0.014
H 4.502 -0.505 0.000
H 0.513 -2.791 0.518
H 1.455 1.468 0.542
H -4.640 -0.684 -0.694
H -0.860 1.985 -0.261
H 8.992 2.244 3.180
H -5.703 0.181 -2.776
H -9.381 -1.951 -1.802
H -1.800 -2.275 -0.285
H 8.766 0.003 0.868
H -8.321 -2.824 0.288
*
```

Properties
SMILES string	N=[PH2]B1OBOB(Br)O1.O=C1C=CC(=O)C=C1.O=C1C=CC(=O)C=C1
LUMO	-0.0703	Ha
max |F|	1.1	eV/A

=====

Here is the molecule C5H4O2 from OMol25. Energies are from wB97M-V/def2-TZVPD.

ORCA input file:
```
! RIJCOSX wB97M-V def2-TZVPD def2/J DEFGRID3
* xyz 0 1
O -0.465 1.912 1.082
O 2.085 1.136 -0.001
C 1.052 0.321 0.009
C 0.976 -0.964 -0.499
C -1.287 -0.163 0.016
C -0.343 -1.291 -0.317
C -0.267 0.870 0.520
H -2.037 -0.419 0.773
H 2.803 0.667 -0.463
H -1.815 0.251 -0.851
H -0.702 -2.321 -0.269
*
```

Properties
SMILES string	O=C1CC=C=C1O
LUMO (spin up / spin down)	-0.0467 / -0.0467	Ha
relative energy (zero: lowest compared OMol25 entry of this formula, charge and spin)	72.3	kcal per mole
max |F|	0.6	eV/A

=====

Here is a structure of composition C45H35N4O5S4SnTe from OMol25. Energies are from wB97M-V/def2-TZVPD.

ORCA input file:
```
! RIJCOSX wB97M-V def2-TZVPD def2/J DEFGRID3
* xyz 1 1
Te 1.650 -0.633 -3.128
Sn 0.290 0.292 -0.441
S 1.353 1.593 2.917
S 5.016 -1.515 6.070
S 3.631 -0.312 3.772
S -1.353 0.570 2.770
O -1.719 1.838 3.316
O 3.872 -1.976 0.442
O 0.322 -2.027 0.236
O 2.327 -0.541 -0.311
O 0.184 0.304 2.941
N 3.026 0.411 6.137
N 2.209 1.117 5.336
N -1.606 0.308 1.259
N -1.992 -0.248 -1.382
C 2.609 -3.935 -1.600
C 1.588 -5.951 -2.437
C -4.403 -0.069 -1.163
C 1.595 -2.722 0.414
C 2.400 1.442 -6.775
C 1.117 0.045 -5.102
C 1.724 -3.213 1.852
C 0.977 -2.628 2.861
C 1.171 -2.985 4.191
C 3.901 -0.474 5.491
C 2.882 -4.521 3.505
C 2.398 0.861 4.090
C -2.943 0.279 0.778
C -2.150 -0.475 -2.668
C 2.864 0.667 7.562
C 1.654 -3.859 -0.592
C -4.517 -0.303 -2.552
C 4.076 3.007 -6.056
C -3.399 -0.498 -3.305
C -2.514 -1.568 5.919
C 2.576 -4.980 -2.515
C -2.888 -2.775 5.337
C 3.354 2.400 -7.077
C 3.555 -0.038 8.541
C 2.729 -1.678 0.179
C 2.682 -4.168 2.180
C 1.767 1.953 9.281
C 3.341 0.261 9.881
C -4.076 0.499 1.535
C 1.964 1.668 7.942
C -3.101 -0.023 -0.608
C 2.165 1.076 -5.453
C -2.805 -2.962 3.962
C 0.636 -5.885 -1.427
C 0.675 -4.850 -0.506
C -5.365 0.421 0.975
C 2.129 -3.931 4.517
C -2.060 -0.530 5.124
C 3.849 2.645 -4.738
C 2.670 1.243 -3.005
C 2.454 1.250 10.261
C -2.342 -1.939 3.154
C 2.902 1.673 -4.431
C -1.977 -0.740 3.751
C -5.535 0.141 -0.346
H 1.563 -6.764 -3.152
H -3.259 -3.578 5.962
H 3.640 -5.254 3.756
H 3.334 -5.034 -3.288
H -2.576 -1.437 6.992
H -6.523 0.087 -0.786
H -6.223 0.597 1.611
H 0.577 -2.510 4.965
H -0.047 -4.831 0.307
H 3.543 2.666 -8.110
H 3.886 -0.298 10.633
H 2.299 -4.204 5.551
H -0.125 -6.651 -1.344
H 0.117 0.481 -5.112
H 4.417 3.113 -3.941
H 3.288 -4.616 1.402
H -3.980 0.762 2.580
H -3.094 -3.907 3.524
H 2.295 1.474 11.309
H 1.128 -0.796 -5.793
H 1.428 2.225 7.191
H 0.253 -1.876 2.607
H 3.595 1.095 -2.453
H 2.057 1.959 -2.457
H -1.783 0.430 5.546
H -1.245 -0.655 -3.234
H -5.503 -0.316 -3.004
H 1.835 0.967 -7.571
H -2.262 -2.059 2.080
H -0.279 -2.631 -0.221
H 1.071 2.735 9.557
H 3.396 -3.194 -1.659
H 4.825 3.754 -6.290
H 4.254 -0.807 8.274
H -3.454 -0.672 -4.372
*
```

Properties
LUMO	-0.1232	Ha
relative energy (zero: lowest compared OMol25 entry of this formula, charge and spin)	51.2	kcal per mole
max |F|	0.5	eV/A

=====

Here is a structure of composition C40H48N3O6P2PbS at a distorted geometry from OMol25. Energies are from wB97M-V/def2-TZVPD.

ORCA input file:
```
! RIJCOSX wB97M-V def2-TZVPD def2/J DEFGRID3
* xyz -1 1
Pb -7.719 -18.779 -0.020
S -10.640 -20.171 -1.052
P -5.941 -23.686 0.675
P -4.677 -21.764 -1.464
O -7.432 -23.584 0.760
O -9.018 -17.124 0.617
O -5.515 -20.706 -0.885
O -11.952 -19.975 -1.667
O -10.414 -15.595 -0.279
O -10.589 -20.622 0.278
N -8.444 -20.452 4.854
N -9.222 -17.965 3.727
N -9.698 -18.950 -1.244
C -5.249 -25.240 1.236
C -2.606 -20.295 -0.477
C -9.796 -20.310 4.372
C -5.289 -22.275 -6.040
C -4.083 -22.621 -5.494
C -5.328 -17.312 -3.748
C -9.251 -22.525 -1.404
C -10.271 -17.641 -1.418
C -6.112 -21.558 -3.864
C -2.964 -21.546 -0.967
C -3.147 -21.759 2.956
C -8.314 -24.890 -4.305
C -0.679 -22.258 -0.572
C -4.651 -26.680 3.063
C -4.782 -26.230 0.336
C -3.884 -20.639 3.308
C -4.655 -17.161 -1.418
C -5.323 -23.421 -1.047
C -5.653 -17.848 -2.366
C -4.347 -27.468 0.854
C -9.879 -16.694 -0.298
C -3.885 -22.437 -4.107
C -5.167 -25.481 2.605
C -4.256 -27.678 2.214
C -5.087 -22.500 1.707
C -6.297 -21.745 -5.238
C -10.203 -21.659 -3.385
C -5.173 -20.446 2.948
C -1.319 -20.015 -0.075
C -8.821 -23.676 -2.126
C -9.738 -22.742 -4.126
C -3.765 -22.715 2.144
C -8.990 -23.777 -3.530
C -7.079 -17.600 -1.932
C -4.877 -21.893 -3.303
C -5.778 -21.338 2.099
C -9.939 -21.510 -2.012
C -9.919 -19.216 3.296
C -0.355 -20.990 -0.102
C -1.982 -22.519 -0.968
H -8.340 -24.542 -1.651
H -7.955 -24.440 -5.228
H -2.172 -23.527 -1.274
H -3.353 -19.554 -0.351
H -4.310 -17.592 -3.999
H -4.025 -28.232 0.136
H -5.705 -19.582 3.307
H -7.490 -25.352 -3.789
H -6.927 -21.196 -3.246
H -9.899 -22.855 -5.181
H -1.025 -19.062 0.384
H -8.976 -17.445 2.867
H -4.614 -24.142 -1.408
H -3.280 -22.975 -6.076
H -10.947 -20.959 -3.838
H -7.828 -20.609 4.057
H -2.128 -21.919 3.321
H -6.214 -23.396 -1.719
H -4.737 -17.586 -0.450
H -11.324 -17.549 -1.590
H -3.592 -17.274 -1.744
H -4.813 -16.041 -1.351
H -10.500 -20.037 5.186
H -2.845 -22.618 -3.720
H -6.792 -21.142 1.757
H -5.977 -17.728 -4.492
H -8.173 -19.465 5.116
H 0.011 -23.069 -0.488
H -9.058 -22.496 -0.339
H -10.964 -19.034 3.020
H -9.825 -17.194 -2.359
H -5.418 -16.216 -3.776
H -4.551 -26.910 4.124
H -3.430 -19.975 4.065
H 0.700 -20.824 0.245
H -5.447 -18.942 -2.365
H -7.316 -16.562 -1.656
H -3.208 -23.533 1.752
H -5.405 -22.471 -7.071
H -5.445 -24.688 3.316
H -9.907 -17.403 4.251
H -7.746 -17.938 -2.717
H -4.834 -26.107 -0.718
H -7.265 -21.429 -5.663
H -9.026 -25.707 -4.554
H -3.957 -28.618 2.638
H -10.174 -21.293 3.964
H -9.388 -19.535 2.389
*
```

Properties
LUMO	0.0657	Ha
relative energy (zero: lowest compared OMol25 entry of this formula, charge and spin)	0.2	kcal per mole
max |F|	3.1	eV/A